The following is a quantum chemistry calculation of an isolated molecule of C17H27ClN2O3S2, from OMol25.

Computed properties:
**HOMO level**: -8.933 eV
**Frontier orbital gap**: 9.40 eV
**Energy relative to the best compared isomer or geometry (same formula, charge and spin)**: 14.3 kJ/mol
**SMILES**: CCS[C@H](C)C(=O)N(C)CCOCCN(C)C(=O)c1c(C)csc1Cl

Element x y z (Å)
C1 0.7972 -1.3343 -3.8280
C2 -0.3381 -0.4705 -3.3000
S1 0.2288 1.2437 -3.1462
C3 -1.2806 1.9902 -2.4431
C4 -2.3143 2.3150 -3.5091
C5 -0.8789 3.2546 -1.6808
O1 -1.0619 4.3532 -2.1769
N1 -0.3553 3.1221 -0.4303
C6 -0.0328 4.3525 0.2795
C7 0.0836 1.8815 0.1802
C8 1.6061 1.7776 0.2634
O2 1.9877 0.5214 0.7901
C9 2.1411 -0.4709 -0.2067
C10 2.3030 -1.8163 0.4635
N2 1.0745 -2.2758 1.0939
C11 -0.1078 -2.3770 0.2609
C12 1.0742 -2.5047 2.4360
O3 2.0712 -2.4210 3.1306
C13 -0.2511 -2.8047 3.0694
C14 -0.9861 -1.8045 3.7834
C15 -0.5052 -0.3910 3.9077
C16 -2.1201 -2.3146 4.3328
S2 -2.3192 -3.9886 4.0122
C17 -0.8587 -4.0160 3.1151
Cl1 -0.3044 -5.4563 2.3642
H1 0.4724 -2.3703 -3.9293
H2 1.1270 -0.9845 -4.8065
H3 1.6562 -1.3101 -3.1555
H4 -1.1947 -0.5084 -3.9731
H5 -0.6648 -0.8200 -2.3167
H6 -1.6903 1.2598 -1.7416
H7 -3.2152 2.7258 -3.0513
H8 -1.9192 3.0536 -4.2018
H9 -2.5815 1.4134 -4.0605
H10 -0.8238 5.0814 0.1229
H11 0.0552 4.1316 1.3426
H12 0.9030 4.7897 -0.0749
H13 -0.3324 1.8148 1.1902
H14 -0.2949 1.0333 -0.3852
H15 2.0386 1.9388 -0.7300
H16 2.0025 2.5350 0.9409
H17 1.2897 -0.4646 -0.8968
H18 3.0391 -0.2633 -0.8033
H19 2.6180 -2.5453 -0.2920
H20 3.0660 -1.7640 1.2355
H21 -0.8208 -3.0777 0.6833
H22 -0.6069 -1.4103 0.1347
H23 0.1848 -2.7456 -0.7245
H24 -1.2421 0.2330 4.4107
H25 0.4296 -0.3565 4.4685
H26 -0.2982 0.0355 2.9230
H27 -2.8504 -1.7906 4.9289



The following is a quantum chemistry calculation of an isolated molecule of C17H27ClN2O3S2, from OMol25.

Computed properties:
**HOMO level**: -8.688 eV
**Frontier orbital gap**: 9.16 eV
**Energy relative to the best compared isomer or geometry (same formula, charge and spin)**: 8.2 kJ/mol
**SMILES**: CCS[C@H](C)C(=O)N(C)CCOCCN(C)C(=O)c1c(C)csc1Cl

Element x y z (Å)
C1 -1.7043 2.9008 0.4105
C2 -1.0951 1.9200 -0.5801
S1 -2.3350 0.6797 -1.0279
C3 -1.3116 -0.4860 -1.9933
C4 -1.0164 0.0282 -3.3927
C5 -2.1100 -1.7919 -2.0630
O1 -2.8091 -2.0259 -3.0360
N1 -2.0365 -2.6712 -1.0287
C6 -2.8581 -3.8677 -1.1444
C7 -1.3122 -2.4744 0.2135
C8 -2.2248 -2.0903 1.3783
O2 -1.4532 -1.7102 2.5056
C9 -0.8896 -0.4148 2.3906
C10 0.5801 -0.4728 2.8087
N2 1.4298 0.5005 2.1370
C11 1.4479 1.8434 2.6869
C12 2.0195 0.1315 0.9712
O3 1.6833 -0.8809 0.3673
C13 3.1542 0.9547 0.4490
C14 3.3011 1.3001 -0.9387
C15 2.2971 0.9849 -2.0044
C16 4.4785 1.9345 -1.1766
S2 5.4487 2.0929 0.2267
C17 4.2556 1.3133 1.1711
Cl1 4.5743 1.0050 2.8291
H1 -0.9789 3.6690 0.6821
H2 -2.5760 3.3969 -0.0173
H3 -2.0227 2.3882 1.3198
H4 -0.7578 2.4447 -1.4750
H5 -0.2350 1.4104 -0.1383
H6 -0.3820 -0.6294 -1.4402
H7 -0.3730 -0.6744 -3.9259
H8 -1.9410 0.1367 -3.9540
H9 -0.5085 0.9920 -3.3462
H10 -2.7062 -4.3353 -2.1154
H11 -2.5718 -4.5621 -0.3566
H12 -3.9208 -3.6355 -1.0510
H13 -0.7838 -3.3985 0.4617
H14 -0.5430 -1.7181 0.0898
H15 -2.8948 -1.2817 1.0707
H16 -2.8322 -2.9392 1.6951
H17 -0.9476 -0.0629 1.3573
H18 -1.4629 0.2827 3.0115
H19 0.6930 -0.3264 3.8845
H20 0.9466 -1.4660 2.5567
H21 2.0532 2.4993 2.0675
H22 0.4319 2.2457 2.7186
H23 1.8532 1.8414 3.7000
H24 2.6433 1.3504 -2.9704
H25 2.1342 -0.0905 -2.0689
H26 1.3343 1.4492 -1.7933
H27 4.8342 2.3099 -2.1229



The following is a quantum chemistry calculation of C17H27MnN5O4 as an isolated structure in a non-equilibrium geometry, from OMol25.

Computed properties:
**Net charge**: +4
**HOMO level (spin up / spin down)**: -23.019 / -23.026 eV
**Frontier orbital gap (spin up / spin down)**: 6.58 / 8.34 eV
**2S+1**: 2

Element x y z (Å)
Mn1 -0.5318 -0.3359 0.1217
C1 -0.4338 -3.7326 1.4416
C2 0.1022 -2.5329 2.2406
N1 0.8083 -1.5058 1.4638
C3 2.0086 -1.9863 0.7588
C4 2.3149 -1.0201 -0.3781
N2 1.0924 -0.8570 -1.2119
C5 1.3623 0.0222 -2.3792
C6 0.1547 0.1692 -3.2986
C7 -0.9773 0.9754 -2.6671
N3 -1.6437 0.2539 -1.5670
C8 -2.5938 -0.8097 -2.0092
C9 -2.0370 -2.1882 -1.6733
N4 -1.5057 -2.2013 -0.2925
C10 -0.8462 -3.4842 -0.0134
H1 -1.2820 -4.1217 2.0083
H2 0.2981 -4.5429 1.4263
H3 0.7799 -2.9429 3.0031
H4 -0.7114 -2.0427 2.7835
H5 1.1028 -0.7892 2.1357
H6 1.8366 -2.9954 0.3802
H7 2.8678 -2.0460 1.4370
H8 3.1531 -1.3981 -0.9775
H9 2.5964 -0.0374 0.0142
H10 0.9213 -1.7848 -1.6285
H11 2.1831 -0.4076 -2.9643
H12 1.6853 1.0017 -2.0166
H13 -0.2002 -0.8072 -3.6304
H14 0.4804 0.7008 -4.1951
H15 -1.7110 1.2277 -3.4431
H16 -0.5850 1.9213 -2.2797
H17 -2.2186 0.9620 -1.0951
H18 -2.7731 -0.7543 -3.0876
H19 -3.5592 -0.6677 -1.5128
H20 -1.2316 -2.4622 -2.3631
H21 -2.8305 -2.9375 -1.7918
H22 -2.3036 -2.1348 0.3582
H23 0.0053 -3.5885 -0.6933
H24 -1.5349 -4.3012 -0.2731
O1 0.7932 5.6877 2.8500
C11 1.3450 6.7482 2.9060
O2 1.7915 7.7580 3.0482
C12 0.7173 4.4685 2.1311
C13 1.6107 4.1181 1.1304
C14 1.4305 2.8770 0.5103
N5 0.4609 2.0275 0.8344
C15 -0.3800 2.3930 1.8106
C16 -0.3100 3.6017 2.4913
C17 -1.5046 1.4017 2.1066
O3 -2.4604 1.6438 2.7631
O4 -1.2480 0.2705 1.4702
H25 2.4262 4.7610 0.8285
H26 2.1169 2.5854 -0.2743
H27 -1.0322 3.8400 3.2631



The following is a quantum chemistry calculation of a 2-piece molecular cluster, C17H27N3O overall in a non-equilibrium geometry, from OMol25.

Computed properties:
**HOMO level**: -5.769 eV
**Frontier orbital gap**: 2.56 eV
**Energy relative to the best compared isomer or geometry (same formula, charge and spin)**: 858.9 kJ/mol

Element x y z (Å)
N1 3.0339 -1.5752 -1.6822
C1 1.9238 -1.0430 -1.9662
C2 0.5907 -1.6729 -1.5993
C3 0.5127 -3.1401 -1.9893
C4 1.0405 -3.3864 -3.2943
C5 2.0272 -4.3282 -3.5385
C6 2.5711 -4.5460 -4.7728
N2 2.1933 -3.8482 -5.8436
C7 1.2332 -2.9633 -5.6221
C8 0.6271 -2.6740 -4.4333
H1 3.8012 -1.0060 -2.0311
H2 1.9142 -0.0822 -2.4963
H3 -0.1834 -1.1643 -2.1852
H4 0.4581 -1.5303 -0.5275
H5 1.0788 -3.6911 -1.2361
H6 2.3910 -4.9167 -2.7035
H7 3.3339 -5.3080 -4.8723
H8 0.9147 -2.3804 -6.4845
H9 -0.1425 -1.9224 -4.3476
C9 -0.5735 0.3810 3.7744
C10 0.0704 1.2071 2.6294
C11 0.2155 2.6858 3.0282
C12 -1.0723 3.4973 2.9404
C13 -1.6992 3.3342 1.5600
C14 -1.9517 1.8667 1.2042
N3 -0.7163 1.0347 1.3685
O1 0.0574 1.2474 0.3643
C15 -3.1067 1.3391 2.0792
C16 -2.4848 1.7765 -0.2241
C17 1.4837 0.6388 2.5037
H10 -1.6181 0.1357 3.6103
H11 -0.0768 -0.5831 3.8854
H12 -0.5032 0.9001 4.7310
H13 0.9562 3.1606 2.3766
H14 0.6204 2.7488 4.0394
H15 -1.7684 3.1986 3.7289
H16 -0.8492 4.5518 3.1159
H17 -2.6415 3.8844 1.5173
H18 -1.0420 3.7906 0.8132
H19 -3.2581 0.2697 1.9243
H20 -4.0355 1.8441 1.8142
H21 -2.9656 1.5180 3.1431
H22 -1.8153 2.2397 -0.9473
H23 -3.4403 2.2947 -0.2951
H24 -2.6444 0.7375 -0.5179
H25 1.4670 -0.3903 2.1421
H26 1.9622 0.6448 3.4833
H27 2.1104 1.2246 1.8327



The following is a quantum chemistry calculation of an isolated molecule of C17H27N3O2, from OMol25.

Computed properties:
**HOMO level**: -9.019 eV
**Frontier orbital gap**: 9.52 eV
**Energy relative to the best compared isomer or geometry (same formula, charge and spin)**: 6.5 kJ/mol
**SMILES**: CCCCCCCCCCNC(=O)C(=O)Nc1ccccn1

Element x y z (Å)
C1 7.5664 -0.4162 1.5196
C2 6.6338 -0.8387 0.3907
C3 6.1311 0.3655 -0.4024
C4 5.3159 -0.0135 -1.6399
C5 4.0285 -0.7884 -1.3544
C6 3.0200 -0.0057 -0.5159
C7 1.6974 -0.7597 -0.3924
C8 0.6862 -0.0763 0.5294
C9 0.1549 1.2384 -0.0397
C10 -0.8968 1.8878 0.8638
N1 -2.1034 1.1029 0.9505
C11 -3.2459 1.4094 0.3338
O1 -3.4756 2.4102 -0.3224
C12 -4.3175 0.3299 0.5493
O2 -4.0850 -0.6773 1.1925
N2 -5.4666 0.6714 -0.0628
C13 -6.6758 -0.0075 -0.1326
C14 -6.8916 -1.2408 0.4825
C15 -8.1395 -1.8187 0.3404
C16 -9.1154 -1.1618 -0.3965
C17 -8.7916 0.0599 -0.9642
N3 -7.6054 0.6260 -0.8385
H1 8.4372 0.1017 1.1230
H2 7.9091 -1.2834 2.0797
H3 7.0544 0.2550 2.2061
H4 5.7877 -1.3821 0.8143
H5 7.1633 -1.5173 -0.2823
H6 5.5370 1.0073 0.2506
H7 6.9942 0.9500 -0.7319
H8 5.9436 -0.6187 -2.2990
H9 5.0604 0.9019 -2.1799
H10 3.5650 -1.0398 -2.3121
H11 4.2663 -1.7288 -0.8543
H12 2.8524 0.9663 -0.9831
H13 3.4236 0.1651 0.4835
H14 1.2544 -0.8801 -1.3837
H15 1.9027 -1.7594 -0.0018
H16 1.1517 0.1111 1.5003
H17 -0.1490 -0.7627 0.6862
H18 -0.2868 1.0598 -1.0219
H19 0.9746 1.9468 -0.1616
H20 -0.4912 2.0275 1.8705
H21 -1.1879 2.8586 0.4554
H22 -2.0869 0.2135 1.4343
H23 -5.4386 1.5653 -0.5533
H24 -6.1042 -1.7134 1.0446
H25 -8.3488 -2.7732 0.8008
H26 -10.0981 -1.5863 -0.5259
H27 -9.5100 0.6186 -1.5493



The following is a quantum chemistry calculation of an isolated molecule of C17H27NO3, from OMol25.

Computed properties:
**HOMO level**: -8.169 eV
**Frontier orbital gap**: 8.83 eV
**Energy relative to the best compared isomer or geometry (same formula, charge and spin)**: 34.6 kJ/mol
**SMILES**: CCCCCCCCC(=O)NCc1ccc(O)c(OC)c1

Element x y z (Å)
C1 -9.3420 -0.6625 0.0597
C2 -8.0091 -1.2196 0.5441
C3 -6.8274 -0.4244 -0.0056
C4 -5.4880 -0.9736 0.4791
C5 -4.3087 -0.1720 -0.0672
C6 -2.9733 -0.7138 0.4375
C7 -1.7613 -0.0117 -0.1754
C8 -1.6538 1.4620 0.2330
C9 -0.3572 2.0422 -0.3018
O1 -0.2813 2.6706 -1.3358
N1 0.7168 1.7862 0.4825
C10 2.0720 2.0899 0.0727
C11 2.8609 0.8324 -0.1843
C12 2.3836 -0.1099 -1.0819
C13 3.0823 -1.2819 -1.3095
C14 4.2728 -1.5237 -0.6452
O2 4.9580 -2.6743 -0.8711
C15 4.7656 -0.5706 0.2620
O3 5.9582 -0.9130 0.8614
C16 6.5372 0.0013 1.7573
C17 4.0540 0.5933 0.4901
H1 -9.4606 0.3716 0.3764
H2 -10.1695 -1.2419 0.4627
H3 -9.3967 -0.6950 -1.0263
H4 -7.9818 -1.1970 1.6362
H5 -7.9173 -2.2630 0.2334
H6 -6.9223 0.6196 0.3026
H7 -6.8535 -0.4490 -1.0975
H8 -5.4637 -0.9519 1.5716
H9 -5.3922 -2.0170 0.1690
H10 -4.4221 0.8709 0.2332
H11 -4.3221 -0.2077 -1.1588
H12 -2.9339 -0.6207 1.5259
H13 -2.9128 -1.7780 0.1967
H14 -1.8174 -0.0722 -1.2639
H15 -0.8553 -0.5383 0.1389
H16 -1.6876 1.5516 1.3206
H17 -2.4785 2.0280 -0.1978
H18 0.6076 1.1884 1.2863
H19 1.9796 2.6800 -0.8446
H20 2.5594 2.6998 0.8405
H21 1.4618 0.0794 -1.6103
H22 2.7226 -2.0222 -2.0055
H23 5.7604 -2.6534 -0.3319
H24 6.7551 0.9562 1.2689
H25 5.8931 0.1737 2.6254
H26 7.4687 -0.4570 2.0860
H27 4.4198 1.3319 1.1866



The following is a quantum chemistry calculation of a 4-piece molecular cluster, C17H27O14S overall in a non-equilibrium geometry, from OMol25.

Computed properties:
**Net charge**: -1
**HOMO level**: -4.737 eV
**Frontier orbital gap**: 6.77 eV

Element x y z (Å)
C1 3.3083 -4.8935 0.2530
C2 3.6348 -3.3812 0.1268
O1 4.5102 -3.0565 -0.6279
O2 2.9572 -2.4098 0.8633
C3 1.7828 -1.9778 0.1105
C4 0.9170 -0.9725 0.9651
C5 -0.6379 -1.1210 0.7832
C6 -1.1191 -1.4771 -0.6660
C7 -2.5935 -2.0722 -0.5011
C8 -2.4058 -3.6076 -0.1670
S1 -3.4132 -4.1838 1.2372
O3 -2.9842 -5.5797 1.5029
O4 -4.8272 -4.0990 0.8269
O5 -3.0536 -3.3042 2.4580
H1 2.4668 -5.2231 -0.4082
H2 4.2041 -5.4670 -0.0925
H3 3.0969 -5.2208 1.2990
H4 1.2229 -2.9107 -0.1795
H5 2.0574 -1.4930 -0.8676
H6 1.3141 0.0573 0.7981
H7 1.1330 -1.2110 2.0437
H8 -1.0810 -0.1134 1.0197
H9 -1.0745 -1.8100 1.5565
H10 -1.1246 -0.6024 -1.3625
H11 -0.5334 -2.2797 -1.1754
H12 -3.1781 -1.8991 -1.4330
H13 -3.0801 -1.5090 0.3349
H14 -2.5502 -4.1795 -1.1115
H15 -1.3350 -3.7612 0.1339
C9 5.0218 1.4990 2.9344
C10 4.0488 0.3550 2.9436
O6 2.8037 0.9925 3.2044
C11 2.9220 2.2827 2.8038
O7 2.0135 3.0491 2.7255
O8 4.2131 2.5908 2.5018
H16 5.8545 1.3363 2.2516
H17 5.4179 1.7216 3.9289
H18 3.9838 -0.1564 1.9800
H19 4.2775 -0.3763 3.7175
C12 -5.5254 0.5609 -3.4140
C13 -5.3677 0.0828 -4.8320
O9 -3.9589 -0.0893 -4.9529
C14 -3.4649 -0.2794 -3.6972
O10 -2.3526 -0.6181 -3.4567
O11 -4.4123 -0.0323 -2.7552
H20 -6.4618 0.2349 -2.9634
H21 -5.4493 1.6480 -3.3273
H22 -5.8577 -0.8784 -5.0067
H23 -5.7349 0.8047 -5.5607
C15 1.3771 7.0818 1.0410
C16 0.6827 5.7618 0.8559
O12 0.2565 5.8165 -0.5059
C17 1.0686 6.6942 -1.1495
O13 1.0919 6.8490 -2.3287
O14 1.8546 7.3745 -0.2701
H24 2.2005 7.0247 1.7515
H25 0.6934 7.8759 1.3531
H26 1.3572 4.9125 0.9823
H27 -0.1679 5.6394 1.5244



The following is a quantum chemistry calculation of a 2-piece molecular cluster, C17H27O4Si overall in a non-equilibrium geometry, from OMol25.

Computed properties:
**Net charge**: +1
**HOMO level**: -10.003 eV
**Frontier orbital gap**: 5.11 eV

Element x y z (Å)
C1 3.9805 -0.8747 2.7819
O1 3.3089 0.4084 2.7369
C2 1.9488 0.4124 2.7508
C3 1.3113 1.6834 2.7481
C4 -0.0582 1.7568 2.7383
C5 -0.8410 0.5726 2.7351
C6 -2.2508 0.7199 2.7205
O2 -3.0237 -0.3289 2.6810
C7 -4.4496 -0.1567 2.7855
C8 -0.2048 -0.7009 2.7427
C9 1.1710 -0.7758 2.7528
H1 5.0397 -0.6197 2.7967
H2 3.7144 -1.4377 3.6875
H3 3.7480 -1.4762 1.8921
H4 1.9346 2.5762 2.7533
H5 -0.5933 2.7053 2.7376
H6 -2.7102 1.7163 2.7631
H7 -4.8478 -1.1730 2.8037
H8 -4.7083 0.3822 3.7064
H9 -4.8256 0.3940 1.9122
H10 -0.8045 -1.6083 2.7509
H11 1.6710 -1.7494 2.7602
C10 2.2133 1.3419 -1.7430
Si1 0.6291 1.0839 -2.7082
C11 -0.0525 2.7235 -3.2943
C12 0.8810 -0.1825 -4.0595
O3 -0.4797 0.4157 -1.5547
C13 -1.7331 0.0688 -1.8402
C14 -2.5581 -0.4865 -0.8979
C15 -3.9124 -0.9216 -1.2360
C16 -4.1214 -1.0246 -2.7487
C17 -3.5488 0.1886 -3.4210
O4 -2.1044 0.2963 -3.0938
H12 2.9782 1.7732 -2.4071
H13 2.0790 2.0286 -0.8962
H14 2.6122 0.3995 -1.3436
H15 0.6335 3.1772 -4.0256
H16 -1.0336 2.6207 -3.7774
H17 -0.1622 3.4282 -2.4580
H18 1.5916 0.2013 -4.8073
H19 1.2955 -1.1162 -3.6533
H20 -0.0532 -0.4300 -4.5820
H21 -2.1472 -0.6276 0.0958
H22 -4.1168 -1.8961 -0.7800
H23 -4.6535 -0.2146 -0.8325
H24 -3.6575 -1.9442 -3.1245
H25 -5.1918 -1.0744 -2.9719
H26 -3.6032 0.1240 -4.5120
H27 -4.0275 1.1032 -3.0530



The following is a quantum chemistry calculation of C17H28Br8NO5P as an isolated structure in a non-equilibrium geometry, from OMol25.

Computed properties:
**HOMO level**: -8.575 eV
**Frontier orbital gap**: 8.70 eV

Element x y z (Å)
O1 0.1243 -1.6715 -0.1907
C1 -0.2910 -0.7482 0.4821
C2 0.7462 0.2430 1.0365
C3 1.7623 0.7125 -0.0542
O2 3.0643 1.0035 0.5075
P1 3.2538 2.5300 1.0077
O3 4.6742 2.7801 1.2566
O4 2.4405 2.6812 2.4161
O5 2.6466 3.6874 -0.0212
N1 -1.7122 -0.6984 0.7286
C4 -2.2785 0.6040 0.6418
C5 -1.7915 1.6198 -0.1964
C6 -2.3723 2.9117 -0.2529
C7 -3.4845 3.1510 0.5669
C8 -4.0298 2.1386 1.3940
C9 -3.4366 0.8713 1.4383
H1 0.2077 1.1585 1.3567
H2 1.2703 -0.1539 1.9215
H3 1.9071 -0.1274 -0.7576
H4 1.3530 1.5424 -0.6599
H5 2.4260 1.7892 2.7974
H6 2.5488 4.4537 0.5758
H7 -1.9310 -1.1114 1.6343
H8 -0.9007 1.3759 -0.7960
H9 -1.9232 3.6604 -0.9082
H10 -3.9213 4.1556 0.5497
H11 -4.9179 2.3697 1.9919
H12 -3.8675 0.0906 2.0760
Br1 -2.8593 -4.8280 1.3987
C10 -1.4583 -5.1558 0.0850
C11 -1.8364 -6.2564 -0.8646
Br2 -1.6514 -8.0116 -0.0381
H13 -0.5472 -5.3627 0.6405
H14 -1.3510 -4.2039 -0.4612
H15 -1.1594 -6.2702 -1.7175
H16 -2.8605 -6.1803 -1.2182
Br3 4.2057 2.4945 -1.4942
C12 5.4502 2.2182 -2.9706
C13 4.9191 1.2158 -3.9618
Br4 5.0916 -0.6045 -3.2939
H17 6.4001 1.9246 -2.5327
H18 5.5562 3.1961 -3.4373
H19 5.5035 1.2389 -4.8806
H20 3.8702 1.3673 -4.1988
Br5 -2.2974 2.0561 3.9608
C14 -0.8508 1.7088 5.2197
C15 0.2839 0.9815 4.5619
Br6 -0.1406 -0.9052 4.3092
H21 -1.2786 1.1593 6.0532
H22 -0.5304 2.6912 5.5633
H23 1.1669 0.9924 5.2003
H24 0.5360 1.3870 3.5872
Br7 -1.2758 -2.6623 -1.6502
C16 -1.9588 -1.6942 -3.2117
C17 -2.2342 -2.6092 -4.3788
Br8 -0.5854 -3.1404 -5.2683
H25 -1.2289 -0.9219 -3.4400
H26 -2.8830 -1.2288 -2.8695
H27 -2.8162 -2.0946 -5.1432
H28 -2.7466 -3.5215 -4.0907



Number 1: E -61383.097 eV. Number 2: E -61383.160 eV. Number 3: E -64982.479 eV. Number 4: E -24577.508 eV. Number 5: E -26634.292 eV. Number 6: E -25700.398 eV. Number 7: E -57568.167 eV. Number 8: E -34128.657 eV. Number 9: E -599439.131 eV.